Molecular formula: C13H22InN2S3Si2
Method: DFT, ωB97M-V with the def2-TZVPD basis set

HOMO energy, eV: -4.29
Lowest unoccupied orbital energy, hartree: 0.08015
Total charge: -1
Orbital gap, eV: 6.469

CARTESIAN COORDINATES (ANGSTROEM)
H (0.82, -1.42, -3.94)
C (-1.90, -1.46, 1.17)
S (2.68, 2.85, -1.45)
H (0.73, -3.11, -1.03)
H (4.27, -2.68, -1.51)
C (-2.06, 0.96, 3.63)
H (-2.41, -0.06, 3.79)
H (-1.97, 3.85, 0.86)
Si (-2.14, 1.50, 1.78)
H (2.32, -2.32, -4.13)
Si (2.25, -1.21, -1.86)
H (-1.04, 1.02, 3.98)
C (-1.91, 3.39, 1.85)
H (2.92, 0.81, -3.20)
N (1.08, -0.52, -0.77)
N (-0.89, 0.71, 0.86)
C (0.09, -1.26, -0.20)
C (-0.91, -0.64, 0.63)
H (-4.61, 1.97, 1.61)
H (3.76, -1.95, 0.00)
S (2.89, 5.69, -0.76)
H (-4.33, 0.29, 1.20)
C (0.00, -2.63, -0.40)
C (2.08, 4.26, -0.68)
H (2.92, -3.35, -0.62)
In (0.60, 1.63, -0.50)
H (-0.94, -4.50, 0.06)
H (-2.67, 1.62, 4.24)
H (-2.66, -1.01, 1.78)
H (0.99, -3.00, -3.21)
C (3.40, -2.42, -0.91)
H (3.98, 0.60, -1.82)
H (-3.97, 1.55, 0.04)
H (-2.67, -3.42, 1.50)
H (-2.68, 3.83, 2.47)
C (-1.91, -2.83, 1.01)
C (1.52, -2.08, -3.43)
H (4.17, -0.42, -3.23)
C (3.44, 0.07, -2.59)
C (-3.94, 1.30, 1.09)
H (-0.95, 3.66, 2.27)
C (-0.95, -3.43, 0.21)
S (0.59, 4.13, 0.18)

Atomic partial charges in e from the Mulliken method, atoms 1 to 4: 0.31 -0.09 -0.42 0.20

Molecular formula: C25H28FN4OPtS2
Method: DFT, ωB97M-V with the def2-TZVPD basis set

Relative energy (zero: lowest compared OMol25 entry of this formula, charge and spin), kcal/mol: 10.4
HOMO energy, eV: -10.87
Lowest unoccupied orbital energy, hartree: -0.11806
Total charge: +1
Orbital gap, eV: 7.661

CARTESIAN COORDINATES (ANGSTROEM)
C (-0.82, 0.53, -5.97)
H (-2.16, -3.28, 5.26)
C (0.75, 1.98, -4.17)
H (3.31, 0.10, 2.92)
C (-3.65, -0.12, 0.22)
C (-0.62, 0.97, 2.41)
C (-2.65, -1.30, 4.57)
C (-1.52, 0.06, -1.55)
C (-2.49, -0.83, 0.45)
H (-0.69, 3.10, 2.46)
H (2.52, 2.31, -2.96)
S (0.68, 3.21, -1.65)
C (0.92, 0.60, -4.31)
O (1.09, -1.40, 2.83)
H (0.07, -3.29, 4.19)
H (3.11, -2.65, 2.65)
H (4.03, 0.81, 1.63)
H (4.85, -1.08, 0.71)
C (-0.59, -2.44, 4.09)
H (-1.71, 2.42, -6.46)
C (4.43, -1.20, 1.71)
C (-2.67, 0.77, -1.81)
C (1.56, 2.77, -3.19)
H (-4.50, -0.19, 0.88)
C (-2.21, -0.21, 3.85)
H (1.93, -3.17, 0.77)
C (-0.16, -1.51, -0.16)
C (-0.98, 1.90, -5.85)
C (-1.40, -0.74, -0.42)
H (-1.77, 2.31, 3.63)
H (-0.32, 3.69, -4.88)
C (-3.72, 0.68, -0.91)
N (2.54, -2.36, 0.68)
H (0.35, -1.76, -1.09)
H (-2.87, 0.63, 3.75)
H (-3.63, -1.29, 5.02)
N (0.21, 0.92, 1.40)
H (5.27, -1.28, 2.40)
C (-0.20, 2.62, -4.96)
C (0.87, 1.86, -0.55)
C (-0.95, -0.20, 3.23)
H (-0.69, 0.12, -2.25)
H (-2.77, 1.39, -2.69)
H (-2.16, 2.35, 1.89)
Pt (1.37, -0.64, 0.98)
H (-0.38, -2.41, 0.41)
C (-1.83, -2.42, 4.69)
C (-1.36, 2.26, 2.63)
H (1.78, 3.76, -3.59)
N (0.14, 1.97, 0.50)
S (2.03, 0.59, -0.86)
C (3.62, -2.48, 1.70)
H (4.26, -3.33, 1.47)
H (1.67, 0.10, -3.72)
F (-4.84, 1.37, -1.14)
N (3.57, -0.04, 1.94)
H (-2.43, -1.47, 1.32)
H (2.93, -2.40, -0.26)
C (-0.13, -1.35, 3.35)
C (0.14, -0.12, -5.21)
H (-1.43, -0.03, -6.67)
H (0.28, -1.18, -5.31)

Atomic partial charges in e from the Mulliken method, atoms 1 to 4: -0.54 0.43 0.98 0.25

Question: Look up the orbital gap of the second one.
Answer: 7.661 eV

Question: Among the records above, which one has the lowest total charge?
Answer: C13H22InN2S3Si2